{"formula": "C3H3NO2", "method": "wB97M-V/def2-TZVPD", "elements": ["C", "C", "C", "N", "O", "O", "H", "H", "H"], "xyz": [[-2.3325, -0.2256, 0.0618], [0.1865, -0.8823, -0.3030], [-0.9455, -0.2365, 0.3487], [-3.3768, -0.1746, -0.4242], [-0.0075, -0.8386, 1.1231], [-0.6593, 1.7204, 0.2988], [0.0472, -1.8377, -0.8256], [1.0347, -0.0646, -0.6126], [-0.1221, 1.9276, 1.0718]], "mulliken_charge": [0.10, -0.31, 0.73, -0.32, -0.35, -0.63, 0.29, 0.22, 0.28], "orbital_gap_ev": [10.270, 10.270], "de_lowest_kj_mol": 517.39, "total_charge": 0, "e_lumo_ev": [-0.5, -0.5], "largest_force_ha_per_bohr": 0.099, "spin_multiplicity": 1, "total_energy_ev": -8739.769}


{"formula": "C22H33Cl28IN2", "method": "wB97M-V/def2-TZVPD", "elements": ["I", "C", "C", "N", "C", "C", "C", "C", "C", "C", "N", "H", "H", "H", "H", "H", "C", "Cl", "Cl", "H", "H", "C", "Cl", "Cl", "H", "H", "C", "Cl", "Cl", "H", "H", "C", "Cl", "Cl", "H", "H", "C", "Cl", "Cl", "H", "H", "C", "Cl", "Cl", "H", "H", "C", "Cl", "Cl", "H", "H", "C", "Cl", "Cl", "H", "H", "C", "Cl", "Cl", "H", "H", "C", "Cl", "Cl", "H", "H", "C", "Cl", "Cl", "H", "H", "C", "Cl", "Cl", "H", "H", "C", "Cl", "Cl", "H", "H", "C", "Cl", "Cl", "H", "H"], "xyz": [[1.2695, -0.3785, 3.7271], [1.1636, -0.8317, 1.6019], [0.1823, -1.8364, 1.1006], [-0.0072, -2.1997, -0.1962], [0.8976, -1.5150, -1.0000], [0.8552, -1.8023, -2.4781], [1.7346, -1.1676, -3.4416], [2.7550, -0.1947, -2.9271], [2.8357, 0.1124, -1.5171], [1.8983, -0.5422, -0.5373], [2.0249, -0.1708, 0.7967], [-0.4629, -2.3415, 1.8633], [0.1020, -2.5407, -2.8732], [1.6798, -1.3686, -4.5431], [3.4451, 0.3197, -3.6416], [3.6085, 0.8496, -1.1421], [-1.8964, 2.5619, 4.3124], [-2.3656, 2.7686, 6.0071], [-3.2485, 1.9708, 3.3411], [-1.5719, 3.5180, 3.9196], [-1.0817, 1.8432, 4.2578], [0.3483, -2.0837, -7.7466], [1.4346, -1.1152, -6.7403], [-0.8928, -2.8763, -6.7674], [-0.1351, -1.4329, -8.4705], [0.9291, -2.8431, -8.2623], [-2.7590, -3.7893, -2.3362], [-4.2281, -3.2401, -3.1517], [-1.4496, -4.0580, -3.4927], [-2.4479, -3.0322, -1.6197], [-2.9693, -4.7220, -1.8196], [-3.6194, 3.6846, 9.3662], [-5.3107, 4.0827, 9.6845], [-3.0222, 2.4661, 10.5011], [-3.5330, 3.2955, 8.3556], [-3.0195, 4.5850, 9.4687], [-4.9235, -0.5315, 10.5976], [-6.6692, -0.2565, 10.5561], [-4.4928, -1.7451, 11.8099], [-4.5982, -0.8790, 9.6204], [-4.4259, 0.4033, 10.8426], [4.3952, 3.5051, -2.8691], [2.6378, 3.6965, -2.8814], [4.8943, 2.2891, -1.6840], [4.7222, 3.1898, -3.8571], [4.8521, 4.4597, -2.6144], [-1.6147, 4.8899, 1.0947], [-2.8698, 5.3516, 2.2579], [-0.2534, 4.0888, 1.8863], [-2.0461, 4.2105, 0.3652], [-1.2514, 5.7848, 0.5964], [-0.1948, -5.3597, 3.5116], [-0.9013, -3.7566, 3.7469], [0.7039, -5.8812, 4.9411], [-0.9927, -6.0717, 3.3181], [0.4831, -5.3247, 2.6623], [3.5872, 3.4690, 4.7672], [4.1025, 1.7883, 4.9433], [1.9636, 3.5729, 4.0780], [3.5875, 3.9421, 5.7456], [4.2812, 3.9833, 4.1077], [-1.2287, 3.4296, -2.8691], [-0.2964, 4.8578, -2.3969], [-2.6247, 3.1903, -1.8120], [-1.5791, 3.5605, -3.8894], [-0.5860, 2.5543, -2.8077], [-0.4165, -1.8111, -11.9267], [0.5473, -3.1225, -11.2367], [-0.3202, -0.3489, -10.9361], [-0.0431, -1.5862, -12.9221], [-1.4541, -2.1293, -11.9841], [-4.1314, -5.3462, -6.5101], [-3.6002, -7.0261, -6.3650], [-5.7553, -5.2448, -7.2020], [-4.1399, -4.8924, -5.5216], [-3.4389, -4.8119, -7.1557], [4.4994, -6.9055, 5.3531], [5.9862, -6.0036, 5.0365], [4.5077, -7.6059, 6.9760], [3.6515, -6.2299, 5.2648], [4.4107, -7.7065, 4.6239], [3.3969, 7.5857, -2.6563], [3.8452, 8.8316, -1.4874], [4.8091, 6.6577, -3.1808], [2.6835, 6.9078, -2.1941], [2.9471, 8.0611, -3.5239]], "mulliken_charge": [0.03, 0.08, 0.13, -0.39, 0.27, 0.34, 0.06, -0.01, -0.16, 0.17, -0.51, 0.08, -0.29, -0.23, 0.35, 0.14, 0.48, -0.19, -0.16, -0.10, -0.10, 0.02, -0.21, -0.13, 0.03, 0.25, -0.12, -0.19, -0.22, 0.12, 0.33, 0.24, -0.15, -0.17, -0.20, 0.32, 0.21, -0.16, -0.17, 0.27, -0.15, -0.18, -0.03, -0.20, 0.34, 0.08, 0.22, -0.16, -0.10, -0.24, 0.31, -0.24, -0.14, -0.15, 0.33, 0.21, -0.38, -0.14, -0.04, 0.28, 0.29, -0.19, -0.13, -0.19, 0.33, 0.17, -0.25, -0.14, -0.15, 0.29, 0.27, 0.40, -0.16, -0.17, -0.17, 0.10, -0.01, -0.16, -0.15, 0.04, 0.27, 0.03, -0.16, -0.17, 0.01, 0.30], "orbital_gap_ev": 8.186, "total_charge": 0, "e_lumo_ev": -0.6, "largest_force_ha_per_bohr": 0.078, "spin_multiplicity": 1, "total_energy_ev": -385055.960}


{"formula": "C31H48BiCl2N3O4Si", "method": "wB97M-V/def2-TZVPD", "elements": ["C", "C", "H", "H", "H", "C", "C", "H", "H", "H", "H", "Bi", "Cl", "C", "O", "N", "C", "C", "H", "H", "H", "H", "H", "H", "H", "H", "H", "C", "C", "N", "H", "C", "O", "H", "H", "H", "H", "H", "H", "C", "C", "N", "H", "C", "O", "H", "H", "H", "H", "O", "C", "C", "C", "H", "C", "H", "C", "H", "C", "C", "H", "H", "H", "Si", "Cl", "C", "C", "C", "H", "H", "H", "H", "H", "H", "H", "H", "H", "C", "C", "C", "C", "C", "C", "C", "C", "H", "H", "H", "H", "H"], "xyz": [[-0.3958, 3.8593, 1.0873], [-0.5373, 4.1454, -0.3633], [0.5701, 4.1854, 1.4949], [-0.4487, 2.8086, 1.3670], [-1.1819, 4.3941, 1.6368], [-0.4192, 5.4191, -0.8136], [0.2147, 6.5676, -0.0927], [-0.9255, 5.6950, -1.7488], [1.0422, 6.2441, 0.5624], [-0.5304, 7.1297, 0.4943], [0.6246, 7.2400, -0.8677], [-1.1148, 0.2796, 0.4872], [-3.3944, 0.9056, -0.4615], [-1.7277, -1.7533, -1.7780], [-0.7554, -1.3657, -1.0340], [-1.4307, -2.3633, -2.9069], [-0.0312, -2.7620, -3.0547], [-2.4092, -2.5637, -3.9831], [-2.7780, -1.5844, -1.5184], [0.3079, -3.2882, -2.1566], [0.6120, -1.8863, -3.2065], [-0.0010, -3.4144, -3.9161], [-3.3347, -3.0003, -3.5760], [-1.9347, -3.2347, -4.7033], [-2.6602, -1.5980, -4.4589], [1.3850, -6.2298, 0.7700], [-0.4257, -6.3161, 2.8171], [1.9317, -5.5490, 1.4429], [0.3108, -5.6425, 3.2814], [0.9995, -4.8270, 2.2884], [2.5168, -4.8400, 0.8537], [0.6925, -3.5242, 2.0541], [1.2640, -2.7670, 1.2608], [-0.2154, -5.0068, 3.9982], [-0.1755, -3.1801, 2.6644], [2.5812, -6.1364, 2.1062], [1.0550, -6.2495, 3.8108], [2.8941, 0.5087, 5.5045], [2.7515, 2.6264, 2.4392], [3.4914, 0.3113, 4.6016], [3.4431, 1.7976, 2.5801], [2.8090, 0.7875, 3.4104], [3.6392, -0.7784, 4.5526], [1.5534, 0.4184, 3.1463], [0.9133, 0.8832, 2.1845], [3.7172, 1.4070, 1.5964], [1.1934, -0.3907, 3.8037], [4.4572, 0.8163, 4.6561], [4.3487, 2.1113, 3.0966], [-0.6343, 1.7929, -0.9190], [-1.0526, 3.0469, -1.3038], [0.2327, 4.1223, -3.2644], [-0.8666, 3.4161, -2.7823], [1.0404, 4.3820, -2.5938], [0.3320, 4.5605, -4.5811], [-2.1299, 2.9676, -1.1663], [-1.9207, 3.1780, -3.6716], [1.2440, 5.0850, -4.8963], [-0.7539, 4.3775, -5.4287], [-1.8645, 3.6375, -4.9975], [-2.8020, 2.6412, -3.3124], [-0.7308, 4.8064, -6.4396], [-2.7124, 3.4821, -5.6898], [2.2152, 1.6132, -2.4763], [2.6238, 3.2938, -1.4240], [2.9064, 1.8986, -4.1448], [0.6377, 0.9096, -3.4116], [2.5415, 0.1956, -1.3375], [2.3283, 1.3972, -4.9303], [3.8851, 1.4321, -4.0275], [2.9516, 2.9691, -4.3435], [2.1517, 0.2089, -0.2880], [3.6420, 0.0931, -1.2698], [2.1227, -0.6827, -1.8304], [0.2816, 1.6265, -4.1684], [-0.2737, 0.5555, -2.9195], [1.0048, 0.0432, -4.0017], [-2.0791, -1.0632, 1.9231], [-2.4038, -1.9896, 2.6590], [-2.8040, -2.9946, 3.5731], [-2.0046, -3.2577, 4.6950], [-2.4507, -4.1279, 5.6747], [-3.6820, -4.7690, 5.5190], [-4.4711, -4.5354, 4.3874], [-4.0285, -3.6518, 3.4081], [-1.0591, -2.7320, 4.7666], [-1.8240, -4.3158, 6.5379], [-4.0508, -5.4282, 6.3019], [-5.4323, -5.0299, 4.2588], [-4.6022, -3.4438, 2.5053]], "mulliken_charge": [-1.21, 0.54, 0.21, -0.15, 0.30, -0.20, -1.54, 0.55, 0.30, 0.30, 0.39, 2.09, -0.55, -0.24, -0.29, 0.27, -0.60, -0.84, 0.52, 0.23, 0.01, 0.39, 0.33, 0.27, 0.31, 0.30, 0.30, -0.96, -0.72, 0.17, 0.28, 0.50, -0.69, 0.12, -0.05, 0.33, 0.34, 0.33, 0.17, -0.85, -0.60, 0.18, 0.31, -0.15, -0.65, 0.18, 0.29, 0.27, 0.33, -0.53, -0.32, 0.42, 0.00, 0.71, -1.33, 0.54, -0.32, 0.43, -0.56, -0.73, 0.37, 0.35, 0.36, 1.01, -0.35, -1.25, -1.16, -0.50, 0.34, 0.42, 0.27, -0.16, 0.50, 0.01, 0.45, -0.29, 0.81, -1.17, -0.15, 0.86, -0.52, -0.39, -0.44, -0.51, -0.48, 0.59, 0.41, 0.38, 0.39, 0.46], "orbital_gap_ev": 7.648, "total_charge": 0, "e_lumo_ev": 0.3, "largest_force_ha_per_bohr": 0.081, "spin_multiplicity": 1, "total_energy_ev": -84345.909}


{"formula": "C3H10N2S", "method": "wB97M-V/def2-TZVPD", "elements": ["C", "C", "C", "N", "N", "S", "H", "H", "H", "H", "H", "H", "H", "H", "H", "H"], "xyz": [[-1.9781, -0.8177, 0.1559], [1.6745, 1.3993, -0.2836], [-1.0754, 0.0899, 0.9104], [2.1522, -0.6719, 1.2443], [1.1829, -1.2928, -1.0654], [1.1665, -0.3195, 0.1297], [-3.0092, -0.4476, 0.1881], [-1.6890, -0.8663, -0.8959], [-1.9637, -1.8262, 0.5633], [2.6042, 1.3468, -0.8391], [0.8954, 1.8646, -0.8778], [1.8149, 1.9143, 0.6576], [-0.9338, -0.1058, 1.9609], [-1.1456, 1.1393, 0.6640], [2.1883, -1.6517, 1.4714], [0.4958, -1.0915, -1.7741]], "mulliken_charge": [-0.77, -0.91, -0.70, -0.74, -0.68, 0.83, 0.33, 0.21, 0.26, 0.34, 0.34, 0.31, 0.35, 0.36, 0.25, 0.22], "orbital_gap_ev": 8.589, "de_lowest_kj_mol": 384.28, "total_charge": 0, "e_lumo_ev": 0.4, "largest_force_ha_per_bohr": 0.054, "spin_multiplicity": 1, "total_energy_ev": -17084.622}


{"formula": "CH3BrClN", "method": "wB97M-V/def2-TZVPD", "elements": ["C", "N", "Cl", "Br", "H", "H", "H"], "xyz": [[-0.1444, 0.3824, -1.0085], [0.6861, -0.5485, 0.9608], [0.4108, 0.6380, 2.1451], [-0.3559, -2.0280, 1.2014], [-0.0336, 1.3045, -0.4231], [0.6627, 0.3931, -1.8068], [-1.2257, -0.1416, -1.0689]], "mulliken_charge": [-0.54, -0.24, -0.03, 0.04, 0.21, 0.27, 0.29], "orbital_gap_ev": [7.678, 8.749], "de_lowest_kj_mol": 507.37, "total_charge": 0, "e_lumo_ev": [-1.0, -0.5], "largest_force_ha_per_bohr": 0.064, "spin_multiplicity": 1, "total_energy_ev": -85135.447}